Entry from the OMol25 dataset: C4H6ClNO in the gas phase in a non-equilibrium geometry (ωB97M-V/def2-TZVPD).

Output
energy relative to the best compared isomer or geometry (same formula, charge and spin) = 83.2 kcal per mole
HOMO level = -10.30 eV
SMILES string = CCO[C@@H](Cl)C#N
DFT total energy = -746.09461 Eh
Kohn-Sham gap = 10.5 eV
E_LUMO = 0.236 eV

Element x y z (Å)
Cl (-2.4972, -1.0947, 0.9589)
O (0.2097, 0.1933, 0.8604)
N (0.3997, -3.0579, -0.0603)
C (1.0530, 1.3069, -0.9971)
C (-0.8294, -1.1839, 1.2723)
C (-0.2240, 0.9431, -0.2696)
C (-0.0867, -2.1994, 0.4897)
H (-0.6580, -1.1853, 2.2899)
H (-0.7705, 1.8769, 0.0450)
H (-1.0471, 0.3380, -0.8465)
H (1.9798, 1.4465, -0.2797)
H (1.4754, 0.4671, -1.7183)
H (0.9954, 2.1494, -1.7447)

Forces on the atoms, in the same order (eV/Å):
Cl -0.441 0.295 -0.404
O -2.841 -2.637 1.032
N 1.152 -1.635 -1.247
C 3.020 -1.017 -2.079
C 3.450 2.345 -3.145
C -1.594 -0.255 -0.200
C -2.058 2.001 1.958
H 0.555 -0.186 1.903
H 0.539 -0.755 -0.021
H 1.828 1.031 0.478
H -2.203 0.113 -1.153
H -1.163 1.131 1.633
H -0.244 -0.432 1.247